Entry 1:
The following is a DFT calculation (ωB97M-V/def2-TZVPD) of 3 unconnected molecules or ions with the total composition C4H12O3 at a distorted geometry.

Each line ends with the Mulliken charge.
Cartesian coordinates (Å):
C  -0.007  3.178  -1.259  -0.9577
C  -0.325  1.587  -1.198  -0.4063
C  -0.192  0.691  -0.051  0.3856
C  -1.143  -0.488  0.310  -0.5321
O  0.520  1.184  1.134  -0.5564
H  0.162  3.407  -0.167  0.2446
H  -0.860  3.838  -1.545  0.3012
H  0.968  3.445  -1.735  0.2899
H  -0.508  1.102  -2.127  0.3344
H  -1.573  -0.241  1.260  0.3539
H  -0.638  -1.338  0.364  -0.0552
H  -2.077  -0.543  -0.367  0.2837
H  1.266  1.666  0.775  0.3201
O  -0.470  -4.242  1.461  -0.6364
H  0.176  -3.600  1.079  0.3246
H  -1.024  -3.720  1.989  0.3037
O  1.634  -2.349  -0.020  -0.6284
H  1.557  -1.312  -0.167  0.3204
H  2.533  -2.266  0.264  0.3107

Output
**E_HOMO**: -8.8 eV
**ΔE to the lowest compared entry with this formula, charge and spin**: 247.86 kJ/mol
**SMILES string**: C/C=C(/C)O.O.O
**F_max**: 0.10557 hartree/bohr

Entry 2:
The following is a DFT calculation (ωB97M-V/def2-TZVPD) of 3 unconnected molecules or ions with the total composition C4H12O3 at a distorted geometry.

Each line ends with the Mulliken charge.
Cartesian coordinates (Å):
C  1.941  1.419  -0.537  -1.3314
C  1.936  0.251  0.451  0.5772
C  2.788  0.626  1.717  -1.1041
C  0.535  -0.089  0.943  -0.2152
O  -0.462  0.539  0.751  -0.4958
H  3.052  1.547  -0.881  0.3209
H  1.266  1.260  -1.360  0.3564
H  1.733  2.349  -0.025  0.3290
H  2.354  -0.676  0.007  0.2773
H  3.744  1.303  1.421  0.2769
H  2.157  1.168  2.488  0.3176
H  3.097  -0.408  2.118  0.3188
H  0.430  -0.986  1.587  0.3631
O  -3.827  0.029  -3.886  -0.6417
H  -3.361  0.879  -3.809  0.3219
H  -4.480  0.184  -4.570  0.3198
O  -1.849  -2.492  1.372  -0.6357
H  -1.877  -1.569  1.083  0.3331
H  -2.215  -2.902  0.594  0.3119

Output
**E_HOMO**: -9.8 eV
**ΔE to the lowest compared entry with this formula, charge and spin**: 90.50 kJ/mol
**SMILES string**: CC(C)C=O.O.O
**F_max**: 0.05842 hartree/bohr

Entry 3:
The following is a DFT calculation (ωB97M-V/def2-TZVPD) of 2 unconnected molecules or ions with the total composition C4H12O3 at a distorted geometry.

Each line ends with the Mulliken charge.
Cartesian coordinates (Å):
O  3.346  -1.853  0.197  -0.5168
C  2.684  -0.583  0.258  -0.6233
C  1.205  -0.724  0.458  -0.2470
C  0.441  0.521  0.312  -0.4488
C  -1.052  0.401  0.470  -0.4937
O  -1.521  -0.303  -0.720  -0.5490
H  3.452  -2.178  1.116  0.3094
H  2.951  -0.077  -0.689  0.3441
H  3.004  0.072  1.092  0.2798
H  0.817  -1.485  -0.246  0.2194
H  1.066  -1.113  1.484  0.2313
H  0.838  1.239  1.055  0.3114
H  0.520  0.993  -0.687  0.2583
H  -1.501  1.395  0.279  0.2750
H  -1.418  0.050  1.454  0.2985
H  -2.252  0.140  -1.200  0.3831
O  -3.855  0.971  -1.458  -0.6150
H  -4.081  1.902  -1.233  0.2950
H  -4.643  0.634  -1.942  0.2883

Output
**E_HOMO**: -9.7 eV
**ΔE to the lowest compared entry with this formula, charge and spin**: 90.29 kJ/mol
**SMILES string**: OCCCCO.O
**F_max**: 0.05224 hartree/bohr

Entry 4:
The following is a DFT calculation (ωB97M-V/def2-TZVPD) of 2 unconnected molecules or ions with the total composition C4H12O3 at a distorted geometry.

Each line ends with the Mulliken charge.
Cartesian coordinates (Å):
C  0.399  1.664  -0.602  -0.5822
O  0.097  2.664  -1.574  -0.3811
C  -0.899  1.041  -0.033  -0.2705
C  -0.707  -0.263  0.690  -0.2810
C  0.644  -0.608  1.377  -0.3757
O  0.812  0.316  2.416  -0.3298
H  1.149  2.016  0.117  0.3072
H  0.930  0.898  -1.201  0.3489
H  0.064  3.438  -0.989  0.3716
H  -1.344  1.717  0.698  0.3234
H  -1.510  1.007  -0.950  0.3268
H  -1.481  -0.406  1.459  0.3830
H  -0.972  -1.062  -0.016  0.0948
H  0.502  -1.604  1.811  0.3342
H  1.450  -0.589  0.639  0.3328
H  1.564  0.885  2.195  0.3993
H  -0.671  -3.219  -1.575  0.2973
H  0.468  -3.975  -2.247  0.3210
O  -0.494  -3.918  -2.215  -0.6200

Output
**E_HOMO (spin up / spin down)**: -14.3 / -14.3 eV
**2S+1**: 2
**ΔE to the lowest compared entry with this formula, charge and spin**: 245.49 kJ/mol
**Net charge**: +1
**F_max**: 0.06380 hartree/bohr
**<S²>**: 0.756

Entry 5:
The following is a DFT calculation (ωB97M-V/def2-TZVPD) of 2 unconnected molecules or ions with the total composition C4H12O3Si at a distorted geometry.

Each line ends with the Mulliken charge.
Cartesian coordinates (Å):
C  0.517  0.932  -1.524  -1.6897
C  0.090  0.222  -0.235  1.7357
C  1.251  0.144  0.770  -1.7020
C  -0.485  -1.148  -0.583  -1.6753
O  -0.926  1.041  0.361  -0.6057
H  0.115  1.864  -1.734  0.4350
H  1.542  0.905  -1.315  0.3879
H  0.410  0.309  -2.358  0.4006
H  1.531  1.054  1.368  0.3100
H  2.162  -0.144  0.227  0.4073
H  0.869  -0.585  1.395  0.4258
H  -0.559  -1.874  0.310  0.3233
H  -1.512  -1.068  -1.008  0.3543
H  0.264  -1.615  -1.173  0.5468
H  -1.568  1.322  -0.265  0.3648
O  -3.035  -1.385  0.803  -0.4306
Si  -2.993  -0.440  1.948  0.5817
O  -1.712  -0.316  2.946  -0.4077
H  -4.040  0.295  2.809  -0.0885
H  -1.510  0.154  3.737  0.3265

Output
**E_HOMO**: -10.0 eV
**ΔE to the lowest compared entry with this formula, charge and spin**: 261.10 kJ/mol
**SMILES string**: CC(C)(C)O.O=[SiH]O
**F_max**: 0.07540 hartree/bohr

Entry 6:
The following is a DFT calculation (ωB97M-V/def2-TZVPD) of 3 unconnected molecules or ions with the total composition C4H12O4 at a distorted geometry.

Each line ends with the Mulliken charge.
Cartesian coordinates (Å):
C  1.191  -2.790  0.056  -1.4144
C  0.058  -1.779  0.336  0.2764
O  -0.577  -2.114  1.557  -0.5650
C  0.690  -0.314  0.373  -0.4783
C  0.419  0.420  -0.907  -0.0259
O  1.300  0.934  -1.553  -0.5010
H  0.925  -3.786  0.404  0.3614
H  2.119  -2.496  0.543  0.3950
H  1.363  -2.827  -1.023  0.3625
H  -0.720  -1.858  -0.420  0.3263
H  0.044  -2.189  2.281  0.3147
H  0.357  0.272  1.229  0.3585
H  1.748  -0.531  0.434  0.2278
H  -0.625  0.487  -1.257  0.3598
O  -3.758  0.786  1.259  -0.6150
H  -3.660  0.694  0.310  0.3108
H  -4.677  0.849  1.490  0.3070
O  1.082  5.668  -1.442  -0.6424
H  0.898  4.734  -1.629  0.3214
H  1.823  5.838  -2.042  0.3203

Output
**E_HOMO**: -9.9 eV
**ΔE to the lowest compared entry with this formula, charge and spin**: 144.92 kJ/mol
**SMILES string**: C[C@@H](O)CC=O.O.O
**F_max**: 0.03605 hartree/bohr